P:
This record from OMol25 describes 2 unconnected molecules or ions with the total composition C3H3ClO2. The level of theory is ωB97M-V with the def2-TZVPD basis set.

Last column: natural (NBO) charge in e.
Geometry (Å):
O (-0.463, 2.290, 2.170)  -0.424
C (-0.961, 1.894, 1.199)  0.689
C (-1.485, 1.614, 0.041)  -0.526
Cl (-3.291, 1.711, -0.309)  -0.008
H (-0.864, 0.957, -0.531)  0.269
C (1.709, -2.088, -0.638)  0.303
O (0.594, -1.650, -0.561)  -0.488
H (2.602, -1.625, -0.938)  0.095
H (2.160, -3.103, -0.433)  0.091

Computed properties:
**Net charge**: 0
**Structure (SMILES)**: O=C=CCl.C=O
**Highest occupied orbital energy**: -0.340 Ha
**LUMO**: -0.1 eV
**Frontier orbital gap**: 9.169 eV

Q:
This record from OMol25 describes C3H3ClO2 in the gas phase. The level of theory is ωB97M-V with the def2-TZVPD basis set.

Last column: natural (NBO) charge in e.
Geometry (Å):
C (-1.117, -0.254, 0.000)  -0.703
C (0.127, 0.392, 0.541)  0.517
O (0.262, 1.239, 1.346)  -0.482
C (1.272, -0.015, -0.304)  0.380
O (1.107, 0.516, -1.371)  -0.487
Cl (2.630, -0.878, 0.158)  0.060
H (-0.952, -0.547, -0.945)  0.229
H (-1.913, 0.606, -0.056)  0.244
H (-1.416, -1.058, 0.631)  0.242

Computed properties:
**Net charge**: 0
**Structure (SMILES)**: CC(=O)C(=O)Cl
**Highest occupied orbital energy**: -0.371 Ha
**LUMO**: 0.2 eV
**Frontier orbital gap**: 10.348 eV

Most stable pick: Q. Distance to second place: 1.814 eV.

P:
This record from OMol25 describes a molecular structure, H2NO4S2. The level of theory is ωB97M-V with the def2-TZVPD basis set.

Last column: natural (NBO) charge in e.
Geometry (Å):
N (2.246, -0.808, 1.439)  -0.191
O (-0.710, -0.073, 0.120)  -1.054
O (-1.283, -0.509, -2.674)  -0.950
O (-2.496, -1.973, -1.180)  -0.934
O (1.005, -0.979, 1.731)  -0.503
S (2.627, 0.123, 0.247)  -0.016
S (-1.222, -1.424, -1.521)  1.713
H (-0.589, 0.797, -0.041)  0.459
H (0.176, -0.453, 0.970)  0.476

Computed properties:
**Net charge**: -1
**Highest occupied orbital energy (spin up / spin down)**: -0.164 / -0.164 Ha
**LUMO (spin up / spin down)**: 3.5 / 3.5 eV
**Frontier orbital gap (spin up / spin down)**: 8.012 / 8.013 eV

Q:
This record from OMol25 describes a molecular structure, H2NO4S2. The level of theory is ωB97M-V with the def2-TZVPD basis set.

Last column: natural (NBO) charge in e.
Geometry (Å):
N (1.003, 0.229, -0.365)  -1.060
O (-0.518, 1.231, 1.299)  -0.975
O (-0.934, -1.119, 0.476)  -0.932
O (0.920, -0.672, 1.911)  -0.997
O (-1.023, -0.531, -1.801)  -0.969
S (-0.079, 0.779, -1.640)  0.559
S (0.021, -0.043, 0.961)  2.494
H (1.713, 0.985, -0.222)  0.398
H (-1.104, -0.859, -0.619)  0.482

Computed properties:
**Net charge**: -1
**Highest occupied orbital energy**: -0.127 Ha
**LUMO**: 3.6 eV
**Frontier orbital gap**: 7.069 eV

Most stable pick: Q. Distance to second place: 1.558 eV.

P:
This record from OMol25 describes 2 unconnected molecules or ions with the total composition C3H9S2. The level of theory is ωB97M-V with the def2-TZVPD basis set.

Last column: natural (NBO) charge in e.
Geometry (Å):
C (-2.031, -0.406, -0.648)  -0.748
S (-2.615, -0.570, 1.060)  -0.737
H (-1.034, 0.034, -0.610)  0.165
H (-1.906, -1.345, -1.206)  0.164
H (-2.685, 0.192, -1.292)  0.173
C (1.247, 1.555, -0.038)  -0.731
S (1.639, -0.059, -0.804)  0.135
C (1.052, -1.075, 0.563)  -0.762
H (1.893, 1.607, 0.841)  0.199
H (0.205, 1.547, 0.274)  0.241
H (1.496, 2.359, -0.722)  0.212
H (1.525, -2.047, 0.541)  0.210
H (1.249, -0.567, 1.502)  0.209
H (-0.036, -1.227, 0.539)  0.270

Computed properties:
**Net charge**: -1
**Highest occupied orbital energy**: -0.082 Ha
**LUMO**: 3.2 eV
**Frontier orbital gap**: 5.414 eV

Q:
This record from OMol25 describes 2 unconnected molecules or ions with the total composition C3H9S2. The level of theory is ωB97M-V with the def2-TZVPD basis set.

Last column: natural (NBO) charge in e.
Geometry (Å):
C (0.067, 0.072, 0.909)  -0.671
C (-1.108, -0.580, 1.584)  -0.476
S (-2.245, -1.218, 0.247)  -0.029
H (-0.339, 0.817, 0.198)  0.269
H (0.586, -0.614, 0.241)  0.234
H (0.764, 0.537, 1.635)  0.191
H (-0.872, -1.411, 2.264)  0.185
H (-1.714, 0.107, 2.269)  0.186
H (-3.054, -1.822, 1.118)  0.074
C (1.702, 0.834, -2.046)  -0.741
S (-0.092, 0.603, -2.415)  -0.725
H (2.317, 0.264, -2.801)  0.173
H (1.992, 1.898, -2.156)  0.170
H (1.996, 0.513, -1.046)  0.160

Computed properties:
**Net charge**: -1
**Highest occupied orbital energy**: -0.080 Ha
**LUMO**: 3.3 eV
**Frontier orbital gap**: 5.448 eV

Most stable pick: P. Distance to second place: 0.180 eV.